Record 1
Density functional theory data (ωB97M-V with the def2-TZVPD basis set) for 2 unconnected molecules or ions with the total composition C9H19NO5S at a distorted geometry.

Summary:
Gap between HOMO and LUMO, Eh: 0.0623
Calculated total energy, eV: -32198.05412
E_HOMO, eV: -6.91
LUMO level, eV: -5.2

Structure (XYZ):
```
35
Properties=species:S:1:pos:R:3:forces:R:3:lowdin_charge:R:1
O -0.27812 -0.30815 -5.62249 0.51 0.59 1.69 -0.379
S 0.80769 0.65181 -5.42908 2.13 -0.86 -5.20 0.421
O 0.44238 2.03461 -5.77848 0.38 -0.91 1.30 -0.391
O 2.04985 0.18439 -6.21461 -2.65 1.31 2.87 -0.432
O 1.24020 0.68046 -3.81935 -0.19 0.22 -0.18 -0.263
H 1.77957 1.49067 -3.75310 -0.24 -0.39 -0.13 0.056
C -2.26210 -0.67245 1.38577 0.09 0.10 0.55 -0.020
C -1.19161 -0.56378 0.26825 -4.39 -1.14 0.52 -0.434
C -0.26783 -1.79902 0.29609 1.51 0.17 0.18 -0.099
C 0.73494 -1.79270 1.44887 -0.21 0.14 0.08 -0.158
C 1.51927 -0.48378 1.48461 -0.25 -1.06 -0.98 -0.105
C 0.61640 0.76431 1.50064 0.46 2.32 3.81 -0.445
N -0.42658 0.71559 0.42631 5.47 -3.53 -4.43 0.100
O 0.12344 0.96584 -0.65604 -2.16 1.41 1.72 0.237
C -0.04820 0.90468 2.88912 -0.47 -0.33 0.11 -0.023
C 1.50119 2.02229 1.39791 0.01 0.06 -1.01 -0.017
C -2.00896 -0.60441 -1.03983 0.72 0.56 -0.63 -0.007
H -2.60039 0.31248 1.71482 0.03 -0.06 0.00 0.096
H -3.15097 -1.19821 1.03826 0.21 0.03 -0.22 0.095
H -1.91326 -1.22652 2.25731 0.05 0.14 0.00 0.076
H 0.29149 -1.86081 -0.64425 -0.15 0.24 -0.07 0.144
H -0.87228 -2.70679 0.35035 -0.36 0.36 -0.04 0.145
H 0.22686 -1.95962 2.40207 0.01 0.01 -0.01 0.110
H 1.42984 -2.62729 1.32595 -0.04 0.06 -0.02 0.131
H 2.17301 -0.47763 2.35887 -0.23 0.43 0.06 0.141
H 2.17969 -0.45190 0.61057 -0.14 0.22 -0.06 0.141
H -0.76405 1.72923 2.90105 0.05 -0.03 -0.01 0.102
H 0.70233 1.11439 3.65180 0.10 0.05 -0.27 0.100
H -0.55929 0.00519 3.22345 -0.06 0.03 -0.09 0.067
H 2.13505 2.01841 0.50931 -0.16 -0.01 -0.02 0.095
H 2.17283 2.08661 2.25415 -0.23 -0.24 0.04 0.101
H 0.89504 2.93039 1.38260 -0.01 -0.05 0.00 0.103
H -2.67821 0.25590 -1.11385 0.04 -0.03 0.04 0.108
H -2.62043 -1.50626 -1.07590 0.14 0.04 0.32 0.104
H -1.37880 -0.62793 -1.93115 0.02 0.17 0.05 0.100
```
Forces are in eV/Å.

---

Record 2
Density functional theory data (ωB97M-V with the def2-TZVPD basis set) for 2 unconnected molecules or ions with the total composition C9H19O3P at a distorted geometry.

Summary:
Gap between HOMO and LUMO (spin up / spin down), Eh: 0.3011 / 0.2394
Calculated total energy, eV: -25063.86574
E_HOMO (spin up / spin down), eV: -8.76 / -7.82
Energy above the lowest of the compared OMol25 structures with the same formula, charge and spin, eV: 7.2134
LUMO level (spin up / spin down), eV: -0.6 / -1.3

Structure (XYZ):
```
32
Properties=species:S:1:pos:R:3:forces:R:3:lowdin_charge:R:1
C -1.93416 2.36514 1.55534 -2.02 -0.89 -1.10 -0.356
C 1.74385 0.57435 -1.48548 0.18 -1.24 -3.29 -0.169
C -0.86763 0.87538 -1.61077 -0.25 2.18 -0.43 -0.072
C 0.78735 2.61121 -0.48206 0.16 -2.65 1.54 -0.115
C -1.66171 -1.70010 0.57000 2.65 -3.49 -0.98 -0.073
C 0.86163 -2.42753 0.48112 -0.11 -1.66 0.10 -0.129
C -0.13805 -1.39606 2.61238 -1.61 -3.01 1.47 -0.210
C 0.50402 1.07220 -0.83104 -1.37 1.43 0.70 -0.772
C -0.19506 -1.54167 1.10674 -0.82 2.69 -0.46 -0.692
O -3.06571 1.63498 1.09962 0.19 -2.71 1.61 -0.027
O -2.75948 2.87391 0.53412 1.82 2.77 -0.45 -0.027
O -2.01351 2.91811 2.76907 0.17 0.60 -0.17 0.074
P 0.54735 0.28983 0.85362 -0.93 0.37 0.40 1.206
H 1.74843 0.80979 -2.61815 -0.18 -0.16 1.51 0.112
H 2.67313 1.00837 -1.13487 0.03 -0.17 0.52 0.074
H 1.74087 -0.52973 -1.45511 0.54 0.36 -0.05 0.060
H -1.71086 1.48991 -1.08693 1.66 -0.96 -0.98 0.082
H -1.27437 -0.13136 -1.67891 0.52 -0.22 0.13 0.044
H -0.76917 1.26634 -2.70179 -0.11 -0.51 1.79 0.101
H 1.09615 3.15810 -1.30194 0.41 1.05 -2.02 0.052
H -0.07010 3.01206 -0.02741 -1.20 0.80 0.35 0.018
H 1.59448 2.70837 0.27300 -0.29 -0.34 -0.35 0.075
H -2.29535 -2.38294 1.13433 0.35 -0.32 0.42 0.076
H -2.18283 -0.82482 0.55227 -1.22 2.59 -0.43 0.010
H -1.53493 -2.20133 -0.44411 -0.63 1.02 0.95 0.089
H 0.46750 -2.88249 -0.48518 0.93 0.88 0.93 0.096
H 1.03642 -3.29585 1.15978 -0.05 0.36 -0.42 0.084
H 1.85119 -1.91598 0.41051 -0.69 -0.46 -0.34 0.063
H -0.31006 -2.36063 3.24169 0.46 1.06 -1.38 0.122
H 0.74172 -0.96013 2.96118 1.82 0.45 0.53 0.011
H -0.90481 -0.76551 3.01601 -0.72 0.63 -0.21 0.059
H -2.62611 3.68361 2.70422 0.30 -0.44 0.11 0.135
```
Forces are in eV/Å.

---

Record 3
Density functional theory data (ωB97M-V with the def2-TZVPD basis set) for a single C9H19O4P molecule at a distorted geometry.

Summary:
Gap between HOMO and LUMO (spin up / spin down), Eh: 0.2124 / 0.3304
Calculated total energy, eV: -27111.63829
E_HOMO (spin up / spin down), eV: -4.93 / -9.40
Energy above the lowest of the compared OMol25 structures with the same formula, charge and spin, eV: 1.7807
2S+1: 3
LUMO level (spin up / spin down), eV: 0.8 / -0.4

Structure (XYZ):
```
33
Properties=species:S:1:pos:R:3:forces:R:3:lowdin_charge:R:1
C -0.76294 -0.84922 0.58321 0.30 -1.21 0.66 -0.033
C -0.03958 1.01372 -2.06132 0.57 0.02 -0.12 -0.506
C -0.93445 0.62173 0.14237 -2.12 -1.18 0.95 -0.393
C 0.70045 -1.38809 0.90521 0.45 -1.38 -2.18 -0.538
C 1.47875 -1.84678 -0.39989 -1.15 -1.68 2.51 -0.415
C -0.37977 0.83300 -3.51433 -0.18 -1.71 -0.58 -0.113
C 0.55336 -2.54057 1.90265 3.63 3.20 1.16 -0.011
C -2.34754 2.41927 0.63315 1.31 1.19 2.27 -0.102
C 1.09800 0.18574 2.56487 0.84 -0.83 2.26 -0.094
O -1.12684 0.72139 -1.25420 -0.25 0.59 0.17 -0.111
O 1.10169 -3.11095 -0.80625 0.85 0.85 -2.73 -0.052
O -2.15366 1.04634 0.70335 -0.30 -0.94 0.11 -0.117
O 1.52796 -0.33519 1.31249 -0.34 0.80 2.08 -0.201
P 1.26720 -0.43425 -1.43753 0.88 -0.62 -4.92 0.987
H -1.24761 -1.16382 1.55499 -0.31 1.29 -1.13 0.132
H -1.25108 -1.45150 -0.19552 0.30 -0.07 0.21 0.138
H 0.55187 1.83683 -1.68465 -0.11 0.84 -0.33 0.098
H -0.23026 1.25367 0.62977 1.52 0.72 -0.56 0.134
H -0.95145 -0.20950 -3.48803 1.24 2.08 -0.65 0.118
H 0.52261 0.82076 -4.19891 -0.71 -0.49 1.08 0.080
H -0.99041 1.58981 -4.02231 -0.40 -0.07 0.71 0.065
H 1.52579 -2.97679 2.17771 -0.22 0.28 -0.12 0.116
H -0.02930 -3.27056 1.59722 -2.80 -3.49 -2.10 0.036
H 0.07639 -2.16965 2.77765 -0.22 0.37 1.02 0.070
H -3.40126 2.62216 0.58357 -0.25 0.32 -0.43 0.090
H -1.69183 2.89865 -0.05648 -0.27 0.20 -1.71 0.073
H -1.90934 2.96277 1.54043 -0.90 -0.91 -0.18 0.106
H 1.26940 1.27109 2.66959 0.04 -0.53 -0.38 0.098
H 1.62111 -0.35191 3.45130 -0.25 0.94 -1.46 0.120
H 0.06029 -0.05799 2.81933 -0.08 0.49 -0.57 0.083
H 1.24098 -3.18138 -1.84121 -0.53 0.28 2.68 0.142
H 2.27525 -0.45498 -2.58246 -1.11 -0.12 1.37 0.021
H 1.98746 0.44421 -0.71363 0.58 0.79 0.94 -0.018
```
Forces are in eV/Å.

---

Record 4
Density functional theory data (ωB97M-V with the def2-TZVPD basis set) for a molecular structure, C9H20B2F2NO10Tl2 at a distorted geometry.

Summary:
Gap between HOMO and LUMO, Eh: 0.0869
Calculated total energy, eV: -47745.59307
E_HOMO, eV: -19.22
Energy above the lowest of the compared OMol25 structures with the same formula, charge and spin, eV: 0.5076
LUMO level, eV: -16.9
Charge: +3

Structure (XYZ):
```
46
Properties=species:S:1:pos:R:3:forces:R:3:lowdin_charge:R:1
Tl -1.86983 2.26180 0.47299 0.19 -0.05 -0.01 1.282
Tl 2.39334 0.10532 2.25977 -0.02 -0.33 0.30 1.235
B -0.52770 1.06830 3.19463 3.08 -0.84 -0.34 -0.330
H -1.16019 1.58121 3.90254 -3.89 2.84 2.26 0.093
H -1.16869 0.53438 2.51031 -4.16 -3.12 -2.19 -0.004
H -0.02460 1.85631 2.65594 2.45 3.89 -1.28 -0.044
H 0.08268 0.34018 3.70601 2.59 -2.70 1.07 -0.032
B 0.40789 0.11574 -0.06977 1.82 0.96 0.43 -0.538
H 1.37744 0.01983 -0.53349 3.59 0.15 -1.78 -0.005
H -0.31233 0.10169 -0.87310 -3.70 -0.74 -3.27 0.022
H 0.18931 -0.71106 0.58815 -2.14 -3.72 2.73 0.014
H 0.39449 1.00521 0.54088 0.22 4.03 2.55 -0.110
C 2.47939 5.26337 0.79978 -0.71 -0.17 -0.58 0.124
C 1.56797 4.08076 0.89514 4.48 4.61 -0.10 -0.627
O 0.36863 4.14815 0.96214 -2.97 -1.52 0.20 0.243
O 2.11942 2.96830 0.97572 -0.83 -2.08 -0.10 0.222
H 3.47116 4.92298 1.09751 0.68 -0.41 0.30 0.144
H 2.27958 6.12232 1.44039 -0.43 -0.09 0.47 0.141
H 2.59957 5.66717 -0.20551 -0.25 -0.29 -0.31 0.127
C -2.50339 -3.39554 1.05956 -2.05 -1.09 -1.08 -0.082
C -3.22647 -2.86468 2.25928 1.14 -1.14 -0.53 -0.253
O -2.07349 -2.65455 3.13975 -1.02 0.96 0.66 0.209
C -0.96970 -2.59822 2.43349 -0.44 0.60 0.19 -0.501
O 0.07363 -2.13448 2.82896 -0.08 -0.46 -0.57 0.182
O -1.21483 -3.02170 1.17639 3.28 1.39 -0.62 0.124
F -3.92535 -3.87577 2.69907 -1.24 -0.52 1.34 0.169
H -3.01270 -3.02687 0.16917 0.44 0.12 -0.57 0.166
H -2.53658 -4.48403 1.01274 -0.35 -0.22 0.07 0.181
H -3.86656 -2.00992 2.04075 0.29 0.40 0.88 0.188
C 0.69469 -2.30299 -2.13042 0.97 0.76 0.35 -0.057
C -0.72243 -1.89112 -2.34848 -0.36 0.52 1.19 -0.340
O -1.40755 -3.11328 -2.38970 -0.75 -0.06 -0.47 0.191
C -0.53401 -4.07963 -2.67763 1.20 -2.76 -1.48 -0.410
O -0.83740 -5.25379 -2.88503 0.76 3.03 0.69 0.321
O 0.73661 -3.56355 -2.78568 -1.13 -0.98 0.71 0.151
F -0.87991 -1.08214 -3.39165 -0.32 -0.12 -1.06 0.145
H 0.94948 -2.30356 -1.07062 -0.32 -0.94 0.21 0.132
H 1.46173 -1.62061 -2.49661 -0.27 -0.20 -0.85 0.150
H -1.24431 -1.40920 -1.52174 0.26 0.42 0.51 0.154
C 1.78782 1.64430 -3.01896 0.08 -0.20 -0.45 0.091
N 1.06820 2.81366 -2.47314 1.71 2.37 -1.06 -0.370
O 0.06433 2.64196 -1.81036 -0.80 -0.40 0.74 0.003
O 1.54669 3.93686 -2.67842 -0.98 -2.09 0.58 0.157
H 1.13676 0.77204 -2.96086 0.20 0.18 0.19 0.085
H 2.71118 1.58432 -2.44283 -0.11 -0.24 0.03 0.126
H 2.05605 1.84052 -4.05707 -0.11 0.24 0.06 0.133
```
Forces are in eV/Å.